{"formula": "C15H45Li3N12O17", "method": "ωB97M-V with the def2-TZVPD basis set", "homo_lumo_gap_ev": [3.849, 5.629], "e_homo_ev": [-2.94, -4.71], "energy_ev": -69596.04039, "s2": 0.778, "total_charge": -1, "lumo_ev": [0.91, 0.92], "spin_multiplicity": 2, "elements": ["O", "O", "O", "O", "O", "O", "O", "O", "O", "O", "O", "O", "O", "O", "O", "O", "O", "N", "N", "N", "N", "N", "N", "N", "N", "N", "N", "N", "N", "C", "C", "C", "C", "C", "C", "C", "C", "C", "C", "C", "C", "C", "C", "C", "Li", "Li", "Li", "H", "H", "H", "H", "H", "H", "H", "H", "H", "H", "H", "H", "H", "H", "H", "H", "H", "H", "H", "H", "H", "H", "H", "H", "H", "H", "H", "H", "H", "H", "H", "H", "H", "H", "H", "H", "H", "H", "H", "H", "H", "H", "H", "H", "H"], "xyz": [[4.447, 0.619, -1.197], [0.312, -0.212, 2.407], [-1.604, -2.456, -0.901], [-1.406, 5.194, 2.557], [1.815, 0.010, -2.799], [-5.019, 0.232, 4.992], [4.126, -4.033, -0.323], [-2.528, -0.216, 0.387], [0.880, 2.372, -1.093], [-0.606, 5.186, -1.701], [1.257, -2.931, 1.638], [4.190, 3.942, -0.593], [3.192, 1.244, -5.402], [-4.779, 1.174, 0.071], [2.507, 3.121, -3.606], [-4.422, -2.662, 0.107], [2.537, -6.909, -3.465], [-0.014, -4.436, 0.666], [1.257, -5.223, -3.083], [0.049, 3.538, 2.187], [1.322, -6.911, -1.673], [-3.627, -1.501, 4.676], [2.591, -2.480, -0.818], [-0.026, 4.392, 4.114], [4.013, -3.199, -2.294], [3.331, 2.701, 1.009], [5.062, 3.906, 1.507], [-3.425, 0.059, 3.368], [0.714, -4.773, 2.604], [-3.727, 3.157, -0.839], [-0.623, 1.013, -0.263], [4.171, 3.577, 0.560], [-0.988, -1.416, -1.045], [1.797, -6.357, -2.726], [3.580, -3.288, -1.060], [0.755, 0.036, -2.047], [0.112, -1.190, -2.050], [0.809, -4.033, 1.577], [-6.004, 3.150, 0.312], [-0.527, 4.418, 2.903], [-1.490, -0.188, -0.191], [0.372, 1.190, -1.151], [-4.095, -0.322, 4.371], [-4.596, 2.591, 0.257], [1.867, -0.084, -4.872], [-2.736, -2.215, 0.830], [-3.619, -2.740, -1.629], [5.873, 4.431, 1.212], [2.192, -2.661, 0.092], [-5.918, 4.234, 0.400], [-0.122, 4.397, -1.455], [3.401, 2.479, 1.992], [-3.897, 0.829, 0.225], [0.664, -4.706, -2.450], [-4.776, -2.032, 0.764], [0.192, -5.635, 2.547], [-0.850, 1.862, 0.366], [3.041, 1.918, -4.740], [3.524, 0.867, -1.241], [1.415, -4.982, -4.051], [3.625, -2.588, -2.997], [-0.271, 3.394, 1.239], [4.976, 3.430, 2.394], [-3.227, 4.075, -0.527], [2.215, -1.875, -1.534], [3.822, 1.637, -6.006], [-4.242, 3.462, -1.750], [-0.490, -5.326, 0.627], [1.978, 3.912, -3.713], [4.715, -3.859, -2.599], [-0.442, 4.942, 4.852], [2.613, 2.351, 0.392], [1.687, -7.821, -1.431], [0.761, -6.427, -0.987], [0.575, 3.619, 4.364], [0.802, 0.520, 2.780], [-3.013, -1.960, 4.018], [4.491, -0.224, -1.648], [1.373, -4.527, 3.329], [-0.460, -3.693, 0.146], [-2.814, -0.571, 2.868], [0.072, 5.842, -1.863], [0.418, -2.032, -2.653], [-2.825, 2.576, -1.032], [-4.292, -2.019, 5.232], [-0.118, 0.155, 1.634], [-4.063, 2.901, 1.156], [2.310, 2.819, -2.719], [-6.614, 2.738, -0.491], [0.503, 2.807, 2.714], [-3.688, 0.960, 2.993], [-6.320, 2.735, 1.269]]}